ORCA calculation (ωB97M-V with the def2-TZVPD basis set) on a structure of composition C64H140AsF6O36P4S10.

```
261
Properties=species:S:1:pos:R:3:forces:R:3
As 17.656520 -28.344040 6.836370 0.7 1.4 1.0
F 18.628920 -29.797650 7.211170 -0.7 1.2 -0.4
F 17.747810 -28.782100 5.121370 -0.6 0.1 1.0
F 16.689100 -26.889430 6.477290 0.2 -1.2 0.1
F 17.672700 -27.884060 8.575290 0.1 -0.5 -1.4
F 19.088230 -27.256830 6.577100 -1.4 -1.5 0.1
F 16.154530 -29.266000 7.192920 1.1 0.5 -0.8
C 21.580150 -32.685020 4.267070 -1.1 2.0 1.1
C 22.166140 -33.797540 3.482990 0.7 -2.1 1.4
C 21.579860 -33.805800 2.121070 1.5 0.3 -1.4
S 19.994780 -32.963700 2.108700 -1.1 -2.4 0.0
O 18.890070 -33.949420 1.965930 1.7 1.6 0.2
O 20.094140 -31.899610 1.141950 -0.2 0.3 0.6
C 20.106750 -32.465760 3.833840 -0.2 0.0 0.6
H 22.157080 -31.762410 4.203640 0.1 0.0 -0.3
H 21.589660 -32.910970 5.333350 -0.1 0.0 0.1
H 22.073030 -34.776410 3.953360 -0.7 -0.1 0.4
H 23.248770 -33.683700 3.538350 0.1 0.2 -0.7
H 21.538600 -34.738930 1.559210 -0.3 -0.1 0.4
H 22.375290 -33.218020 1.662920 -0.9 0.6 -1.2
H 19.523100 -33.078450 4.520910 -0.4 -0.7 -0.7
H 19.561150 -31.527290 3.932310 0.8 0.6 0.0
C 18.342210 -24.210260 8.561160 -0.2 0.4 -1.3
C 18.842770 -24.153610 9.975910 1.2 0.4 0.4
C 18.097730 -23.033320 10.716500 -0.7 -1.6 0.2
S 17.954790 -21.662860 9.616570 1.1 -0.8 -0.3
O 19.201700 -20.874620 9.767940 -2.1 -0.7 -0.7
O 16.608570 -21.127870 9.774060 1.1 0.4 -0.3
C 17.980730 -22.797960 8.102280 -0.3 1.0 0.4
H 17.471790 -24.845240 8.396000 -0.2 -0.1 0.6
H 19.035610 -24.625000 7.829540 0.4 -0.1 0.3
H 19.886950 -23.841820 10.000000 0.3 -0.2 -0.3
H 18.826730 -25.164880 10.382310 -0.3 0.3 0.6
H 18.522010 -22.730300 11.673710 -0.1 0.0 -0.1
H 17.063780 -23.368100 10.799980 -0.2 0.2 0.6
H 18.669690 -22.370980 7.373500 -0.2 0.0 0.0
H 16.947580 -22.811310 7.755110 0.2 0.5 -0.3
C 17.404060 -31.540140 -0.601860 1.3 1.5 -0.2
C 16.269060 -30.873950 0.197980 0.1 -2.0 1.0
C 15.719060 -29.653610 -0.448530 -0.4 0.8 -0.2
S 16.499610 -29.501810 -2.102810 -0.4 -0.1 0.1
O 17.603540 -28.506150 -2.056590 -2.1 -1.6 -0.3
O 15.404750 -29.502200 -3.090460 1.6 0.7 0.8
C 17.243790 -31.162050 -2.117270 -0.1 -0.3 1.4
H 17.557660 -32.583870 -0.327740 -0.5 -0.2 -0.6
H 18.360260 -31.121240 -0.288310 0.0 0.3 0.1
H 16.524440 -30.695190 1.242460 0.6 0.2 -0.1
H 15.502880 -31.634380 0.348990 -0.4 0.1 -0.4
H 15.898810 -28.753650 0.139580 0.3 0.1 -0.3
H 14.639340 -29.772850 -0.538410 0.1 0.3 -0.5
H 18.185040 -30.989350 -2.639110 -0.1 -0.5 0.0
H 16.580650 -31.900350 -2.568100 0.0 0.5 -0.5
C 18.429110 -32.130720 12.044970 0.5 -2.0 0.0
C 18.080430 -32.116290 10.515620 2.0 2.3 1.8
C 19.136060 -31.005870 10.073120 -0.4 -0.3 -1.4
S 20.084950 -30.199470 11.407950 -0.3 -0.6 1.4
O 19.152340 -29.304540 12.103320 0.9 0.2 -0.6
O 21.467040 -29.744460 11.054110 -3.3 -1.1 0.6
C 19.916430 -31.802420 12.443800 -0.9 2.1 -1.8
H 18.169360 -33.147190 12.340640 0.1 0.0 0.8
H 17.741090 -31.429100 12.516620 0.4 0.0 0.2
H 17.020250 -31.865080 10.547480 0.2 0.5 -0.8
H 18.234560 -33.031370 9.943810 0.2 0.1 0.3
H 18.700410 -30.220630 9.455310 0.4 0.0 -0.2
H 19.928480 -31.566130 9.576860 -0.1 0.3 -0.6
H 19.958190 -31.477970 13.483550 0.4 -0.3 -0.1
H 20.759270 -32.352550 12.025370 -0.3 -0.8 0.5
C 12.446520 -23.190350 0.077440 0.2 -1.1 1.4
C 11.834210 -24.543270 -0.397910 1.3 0.0 -1.0
C 12.471650 -25.741360 0.363560 0.5 0.8 2.5
S 13.618630 -24.995370 1.549710 0.5 1.4 1.4
O 14.911700 -24.616110 0.903360 -1.9 -1.5 1.5
O 13.465900 -25.639480 2.916910 1.1 1.2 -3.3
C 12.682340 -23.470930 1.569810 0.0 0.6 0.6
H 11.780630 -22.355480 -0.140950 0.1 -0.1 0.1
H 13.442800 -23.043450 -0.339630 -0.2 0.2 -0.4
H 12.068920 -24.572030 -1.461950 -0.6 -0.4 -0.1
H 10.767210 -24.539060 -0.175230 0.1 -0.1 -0.4
H 13.032910 -26.644160 0.122630 -0.7 0.0 -1.3
H 11.797390 -25.977940 1.186670 -0.5 -0.9 -0.5
H 13.243050 -22.765560 2.183130 0.2 0.2 -0.4
H 11.777650 -23.676920 2.141830 -0.2 -0.1 -0.2
C 13.771930 -28.149030 4.710810 0.8 0.5 0.8
C 12.866620 -29.262400 5.199750 -0.5 -1.8 0.3
C 11.929960 -29.633990 4.079120 0.6 0.9 -2.1
S 13.001070 -29.465610 2.506910 0.5 -1.7 2.2
O 12.250150 -28.637890 1.595650 0.4 0.1 -0.6
O 13.441070 -30.834680 2.135030 -0.5 2.2 0.1
C 14.387110 -28.551710 3.362350 -0.9 -0.5 0.4
H 14.649330 -27.991040 5.337960 -0.1 -0.2 0.4
H 13.224650 -27.215650 4.842670 -0.1 0.1 -1.0
H 12.375010 -29.074810 6.154330 -0.3 0.6 -0.2
H 13.229090 -30.269430 5.406160 1.6 0.3 0.2
H 11.154000 -28.891480 3.892890 -0.3 -0.3 0.0
H 11.648930 -30.683150 3.987600 -0.4 0.2 0.4
H 14.880800 -27.790150 2.758690 -0.5 0.0 0.0
H 15.128480 -29.262490 3.727430 0.1 -0.5 -0.9
C 14.055220 -26.898280 14.275870 0.7 2.8 1.8
C 14.735870 -28.124980 13.709870 -1.1 -0.6 0.8
C 15.815050 -28.606690 14.741250 0.1 1.0 -1.8
S 15.129610 -28.185580 16.377720 2.9 0.9 1.1
O 16.146090 -27.472430 17.225460 -2.5 -1.2 -2.1
O 14.580990 -29.411450 16.891860 -0.4 -0.2 0.3
C 13.760440 -27.125610 15.808400 -0.3 -2.2 -1.2
H 13.219940 -26.492390 13.705200 -0.5 -0.7 0.1
H 14.662860 -25.994310 14.317260 0.8 -0.1 -0.6
H 14.960180 -27.981680 12.652870 1.0 0.1 0.3
H 13.912960 -28.837630 13.654590 0.1 -0.6 0.2
H 16.744220 -28.094630 14.491180 -0.1 0.7 0.6
H 16.150920 -29.636790 14.622150 -0.8 -0.3 0.5
H 13.508370 -26.410770 16.591690 0.4 0.5 -0.7
H 12.970770 -27.875730 15.765500 -0.3 0.0 0.6
C 11.981060 -25.523660 9.259880 -0.4 0.5 3.1
C 13.069970 -25.135370 8.323860 1.7 0.3 -1.4
C 14.157960 -24.355030 9.111060 -0.8 -0.4 1.7
S 13.205450 -23.282780 10.281830 0.8 -1.3 -0.2
O 13.083810 -21.969350 9.701130 -0.4 -0.1 0.4
O 13.735640 -23.471790 11.624210 -0.4 0.3 -0.6
C 11.640160 -24.242390 10.080630 0.6 1.3 -1.9
H 12.415530 -26.219500 9.977610 0.1 -0.4 0.0
H 11.046490 -25.990340 8.948590 0.3 0.2 -0.7
H 12.819530 -24.510590 7.466530 -0.7 0.0 0.1
H 13.484370 -26.045430 7.890070 0.3 0.0 0.0
H 14.978600 -23.807110 8.647990 -0.6 0.1 -0.5
H 14.632570 -24.993450 9.856230 0.1 -0.4 -0.2
H 11.283270 -23.604040 9.272390 -0.9 0.3 0.2
H 10.954680 -24.174480 10.925390 0.4 -0.5 0.0
C 18.385460 -24.935750 0.566770 -0.7 1.0 -0.5
C 17.642740 -25.873260 1.473070 -0.8 -1.8 0.0
C 17.349270 -25.378040 2.900350 0.8 0.1 -0.4
S 18.232890 -23.778240 3.003470 1.7 -2.5 0.4
O 19.211740 -23.875320 4.083950 -0.8 0.7 -0.4
O 17.292820 -22.702970 2.914050 0.0 0.6 -0.3
C 19.225500 -24.078940 1.473660 0.5 0.6 -0.7
H 17.726700 -24.311350 -0.036780 -0.2 0.0 0.0
H 18.960900 -25.580510 -0.097500 0.2 0.5 -0.2
H 18.313760 -26.732080 1.456820 -0.2 -0.3 0.8
H 16.725710 -26.237250 1.009740 0.0 0.2 -0.1
H 17.826670 -26.040650 3.622250 0.0 0.2 0.2
H 16.293400 -25.295860 3.158230 0.1 0.4 -0.2
H 20.161080 -24.618110 1.622220 -0.1 -0.1 1.1
H 19.566870 -23.153110 1.010630 -0.4 0.3 0.2
C 18.087100 -36.776740 7.437390 -1.2 -1.5 -1.6
C 19.074350 -36.515840 6.213910 0.5 0.4 2.4
C 20.341890 -35.767430 6.832890 -0.3 0.0 -0.7
S 19.777620 -34.979140 8.392860 -0.1 -0.8 -0.4
O 19.746930 -33.517710 8.115180 0.5 -2.1 1.2
O 20.518460 -35.693980 9.468890 -0.9 2.0 -1.1
C 18.009650 -35.640610 8.364940 1.8 2.4 -0.4
H 18.082260 -37.752750 7.922670 0.9 0.0 0.0
H 17.111800 -36.785020 6.950740 -0.3 -0.2 0.0
H 18.517490 -35.857200 5.547420 0.4 0.1 -0.1
H 19.257560 -37.462870 5.706290 0.4 0.2 0.0
H 20.813770 -34.998910 6.220670 -0.9 0.6 -0.3
H 21.276960 -36.286460 7.043500 -0.6 -1.1 0.5
H 17.535980 -34.838720 7.798640 -0.2 0.1 0.5
H 17.567680 -35.698680 9.359620 0.3 -0.3 -0.2
C 13.949880 -31.733920 10.687020 -1.4 2.1 -0.3
C 14.247120 -33.100660 10.315490 1.1 -1.5 -0.4
O 13.370430 -33.548480 9.249960 0.7 -0.8 -0.3
P 13.886600 -34.394210 7.945950 -0.4 0.6 0.1
O 15.116550 -35.227550 8.169020 -1.7 1.3 -0.4
O 12.504290 -35.230610 7.614260 1.9 0.8 1.6
C 11.898180 -36.191050 8.630310 0.7 -0.3 -1.5
C 11.538500 -37.340900 7.664810 -0.6 1.7 0.9
O 13.926040 -33.233610 6.777450 0.0 -2.2 0.9
C 15.026710 -32.296120 6.408300 0.4 -2.0 0.2
C 16.437750 -32.943180 6.238140 -0.2 0.5 1.2
H 12.904350 -31.572410 10.424550 -0.3 0.1 0.3
H 14.033570 -31.582720 11.763230 0.3 0.3 -0.2
H 14.465610 -30.997040 10.071290 0.3 0.1 0.4
H 15.285360 -33.167770 9.990460 0.0 -0.4 -0.1
H 14.144410 -33.671250 11.238510 -0.3 -0.9 -0.5
H 12.475240 -36.619740 9.449650 1.2 0.7 -0.3
H 11.098670 -35.663920 9.150890 -0.3 0.0 -0.7
H 10.908430 -38.034790 8.221240 0.0 -0.3 -0.5
H 11.029800 -36.759610 6.895760 -0.5 -0.9 -0.3
H 12.431350 -37.774860 7.214710 -0.1 -0.1 0.4
H 14.744850 -31.945080 5.415610 -0.4 0.3 0.4
H 14.972360 -31.574260 7.223200 0.5 0.4 -0.6
H 17.071970 -32.238880 5.699770 -0.1 0.0 -0.2
H 16.921330 -33.066240 7.207220 -0.1 0.3 0.2
H 16.525930 -33.939340 5.804570 -0.7 0.2 -0.5
C 26.393220 -26.192300 5.719160 0.9 -0.5 0.7
C 25.676290 -27.499730 5.666620 0.3 -0.6 0.2
O 24.361330 -27.192370 5.245060 -2.7 -1.9 1.6
P 23.222470 -28.310560 5.668110 -2.0 3.5 1.2
O 23.658720 -29.676960 5.576080 0.7 -2.2 -0.6
O 22.768090 -27.933420 7.267690 2.2 0.1 -4.3
C 21.571740 -28.400930 7.829850 -1.8 1.3 0.8
C 21.079060 -27.193120 8.705810 -0.1 -0.3 0.9
O 21.959930 -27.878110 4.683420 2.7 -1.3 2.4
C 21.380120 -28.799630 3.736730 -1.9 2.7 -0.9
C 20.750270 -27.710710 2.781900 1.1 -1.4 -0.1
H 26.142120 -25.706300 4.776370 0.7 0.5 0.2
H 26.244520 -25.579430 6.608190 -1.1 0.1 -0.2
H 27.430480 -26.450410 5.932610 0.5 0.2 -1.1
H 26.092100 -28.195430 4.937800 0.3 0.3 -0.4
H 25.755330 -28.101020 6.572320 -0.5 0.4 0.5
H 20.763990 -28.624800 7.133050 0.5 0.0 -0.5
H 21.777050 -29.313330 8.389740 0.0 0.2 0.4
H 20.067640 -26.796020 8.619530 -0.3 -1.0 -0.5
H 21.180320 -27.456970 9.758540 0.2 0.2 0.1
H 21.617770 -26.264270 8.518370 0.8 -0.4 -0.1
H 22.018950 -29.509780 3.211690 0.4 0.2 0.4
H 20.492240 -29.269800 4.159480 0.4 -0.4 0.6
H 20.430960 -26.863880 3.389360 -0.7 -0.5 0.0
H 21.534750 -27.299620 2.146520 -0.1 -0.2 -0.3
H 19.992860 -28.234150 2.198420 -0.3 0.6 -0.2
C 25.461850 -27.964220 -0.701000 -0.1 -1.9 -0.1
C 26.007740 -28.059260 0.775580 0.6 2.0 -2.4
O 25.245130 -27.423600 1.782030 -1.3 0.2 1.3
P 24.277850 -26.165520 1.647100 -0.3 0.8 0.0
O 23.362000 -26.201330 0.472670 0.9 0.1 1.4
O 23.562170 -26.057880 3.151270 2.2 -1.9 -4.0
C 22.706020 -24.963210 3.201410 -0.7 2.6 -0.6
C 23.317370 -24.089470 4.263690 -1.0 -0.3 2.0
O 25.285480 -24.830410 1.593930 -1.1 -1.8 0.5
C 26.353740 -24.729110 0.671290 1.4 2.4 -0.9
C 26.356220 -23.240690 0.151500 -0.2 -1.4 0.8
H 26.177190 -28.480770 -1.340980 0.6 0.0 0.2
H 24.595470 -28.601820 -0.876940 -0.4 0.1 0.5
H 25.232670 -27.060400 -1.265520 0.2 0.5 1.1
H 26.310040 -29.068660 1.054540 -0.7 0.0 0.1
H 26.922740 -27.467700 0.745100 0.4 -0.2 0.1
H 22.618270 -24.467010 2.234880 0.3 0.1 -0.3
H 21.661530 -25.200010 3.404040 0.2 -0.5 0.5
H 22.942240 -23.082600 4.446980 0.2 0.2 -0.8
H 22.914250 -24.585340 5.146700 0.4 -0.1 0.6
H 24.397830 -24.197500 4.358720 -0.1 0.4 -0.5
H 27.330370 -24.806900 1.149040 -0.2 -1.0 0.3
H 26.291300 -25.305140 -0.251960 -0.3 -0.7 0.5
H 26.623190 -22.575920 0.973030 -0.9 0.1 0.2
H 27.135670 -22.987020 -0.566960 -0.3 -0.6 -0.6
H 25.328410 -23.259320 -0.210930 0.1 1.5 -0.3
C 24.450620 -31.868380 14.940720 -0.5 0.1 -0.6
C 23.497180 -31.170850 13.930390 0.9 1.0 3.0
O 23.175340 -31.942210 12.861950 1.3 -2.0 -4.5
P 24.239770 -32.197560 11.550690 -0.2 2.6 -1.2
O 25.489630 -31.352890 11.424170 -2.4 -2.2 1.5
O 24.420760 -33.772230 11.408240 1.4 0.9 0.9
C 23.332050 -34.553920 11.035490 -2.4 -1.0 -0.5
C 22.619860 -35.203310 12.212340 1.0 -0.2 -0.1
O 23.233970 -31.958470 10.296740 0.0 1.5 1.2
C 23.677840 -31.927400 8.931980 1.9 0.2 -0.9
C 24.988960 -31.047370 8.592720 -0.2 -1.8 0.2
H 24.066540 -31.639960 15.934910 0.7 0.4 0.2
H 24.345860 -32.952260 14.892240 0.0 -0.1 -0.4
H 25.489990 -31.614700 14.732250 0.0 0.0 0.5
H 22.609560 -31.002920 14.540330 -0.6 -0.1 -0.6
H 23.839160 -30.169280 13.669630 0.3 -0.1 -0.3
H 22.590660 -33.981350 10.478170 0.2 0.2 0.0
H 23.623600 -35.347310 10.347280 0.6 0.1 0.0
H 23.299800 -35.997710 12.520110 -0.4 -0.3 0.4
H 22.515440 -34.524750 13.058950 -0.3 0.1 -0.2
H 21.669550 -35.605830 11.861640 0.0 0.0 0.2
H 23.865450 -32.986000 8.752400 0.6 -0.1 -0.6
H 22.891710 -31.670230 8.222080 -0.5 0.4 0.8
H 25.833730 -31.649260 8.927680 0.1 0.5 1.0
H 25.309330 -31.027980 7.551040 -1.3 0.0 -0.6
H 25.007450 -30.010960 8.929790 -0.2 -0.4 0.4
```
Forces are in eV/Å.

As for the LUMO energy: 1.4 eV. For the frontier orbital gap, the calculation gives 9.414 eV. The electronic energy comes out at -365002.4520 eV. As for the net charge: -1.

Atom charges from the Löwdin analysis, given in e for atoms 1 to 6: number 1, As, carries 0.909; number 2, F, carries -0.275; number 3, F, carries -0.280; number 4, F, carries -0.287; number 5, F, carries -0.287; number 6, F, carries -0.281